(1)
The following is a quantum chemistry calculation of a molecular structure, C25H70MgN9O16, from the Open Molecules 2025 dataset.

Geometry (Å):
Mg -1.055 -1.542 -2.879
N 0.176 0.026 0.960
O -0.078 -0.775 0.069
O 0.925 -0.322 1.847
O -0.352 1.125 0.873
N 2.140 -4.402 -3.412
O 1.501 -3.331 -3.297
O 2.778 -4.651 -4.428
O 2.105 -5.252 -2.550
N -3.196 -5.127 -1.382
O -2.650 -6.020 -0.776
O -4.357 -5.127 -1.532
O -2.536 -4.130 -1.715
C 5.712 -2.217 -0.561
C 6.856 -2.277 -1.640
C 7.294 -3.776 -1.819
O 8.546 -3.957 -2.462
C 8.758 -5.267 -2.983
N 6.520 -1.625 -2.892
H 4.846 -2.770 -0.924
H 5.270 -1.266 -0.262
H 6.111 -2.702 0.330
H 7.708 -1.720 -1.250
H 6.490 -4.211 -2.412
H 7.303 -4.248 -0.837
H 9.784 -5.214 -3.347
H 8.089 -5.434 -3.826
H 8.717 -6.099 -2.280
H 5.681 -2.126 -3.150
H 7.269 -1.789 -3.548
C 8.066 4.867 -2.060
C 7.455 3.525 -1.993
C 5.978 3.538 -1.359
O 6.092 4.007 -0.025
C 4.799 3.945 0.611
N 7.359 3.119 -3.406
H 8.004 5.335 -1.077
H 7.679 5.499 -2.859
H 9.128 4.765 -2.282
H 8.105 2.980 -1.309
H 5.508 2.564 -1.491
H 5.413 4.256 -1.953
H 4.134 4.636 0.091
H 4.929 4.231 1.654
H 4.312 2.972 0.679
H 6.893 2.223 -3.399
H 8.242 2.854 -3.818
C -3.498 2.591 -3.406
C -2.492 1.464 -3.688
C -1.100 2.019 -3.468
O -0.164 0.897 -3.401
C 1.168 1.363 -3.100
N -2.723 0.474 -2.704
H -3.613 2.816 -2.346
H -4.486 2.216 -3.672
H -3.313 3.553 -3.886
H -2.627 1.055 -4.689
H -1.049 2.620 -2.560
H -0.862 2.663 -4.314
H 1.097 2.067 -2.271
H 1.485 1.902 -3.993
H 1.820 0.521 -2.869
H -2.621 0.958 -1.824
H -3.690 0.213 -2.571
C 0.254 -5.831 4.870
C -0.598 -5.247 3.681
C -1.481 -4.031 4.143
O -2.497 -4.345 5.093
C -3.507 -5.174 4.467
N 0.374 -4.823 2.698
H 0.883 -6.640 4.499
H -0.442 -6.291 5.572
H 0.881 -5.141 5.435
H -1.203 -6.052 3.262
H -1.827 -3.469 3.275
H -0.801 -3.343 4.647
H -4.238 -5.424 5.235
H -3.044 -6.114 4.166
H -4.084 -4.734 3.654
H -0.102 -4.484 1.874
H 0.798 -3.986 3.072
C -4.253 5.489 1.407
C -5.800 5.603 1.634
C -6.687 5.291 0.359
O -6.211 6.136 -0.750
C -6.974 6.035 -1.989
N -6.160 4.796 2.701
H -4.013 4.502 1.013
H -3.680 5.423 2.332
H -3.911 6.275 0.735
H -5.880 6.637 1.970
H -7.761 5.413 0.501
H -6.583 4.226 0.147
H -7.808 6.734 -1.940
H -7.292 5.016 -2.210
H -6.311 6.355 -2.793
H -5.994 3.799 2.693
H -5.637 5.134 3.496
C -7.702 -1.769 1.006
C -6.843 -0.599 0.548
C -5.542 -0.185 1.305
O -5.845 0.358 2.572
C -4.622 0.680 3.273
N -6.601 -0.934 -0.798
H -8.624 -1.842 0.429
H -7.974 -1.599 2.048
H -7.151 -2.708 0.954
H -7.492 0.277 0.565
H -5.010 0.563 0.717
H -4.886 -1.051 1.397
H -4.770 0.977 4.311
H -4.100 1.432 2.681
H -4.018 -0.224 3.359
H -7.502 -0.962 -1.253
H -6.241 -1.870 -0.920
C 4.439 0.458 5.094
O 3.438 1.408 4.713
H 4.642 -0.172 4.228
H 5.368 0.820 5.535
H 4.037 -0.150 5.904
H 2.805 0.874 4.227

Values from the calculation:
Frontier orbital gap: 4.35 eV
Calculated total energy: -2890.673553 hartree
Charge: -1

(2)
The following is a quantum chemistry calculation of 7 unconnected molecules or ions with the total composition C25H70N8O7, from the Open Molecules 2025 dataset.

Geometry (Å):
C 1.436 6.832 2.349
O 2.332 5.877 2.862
C 3.457 5.727 2.033
C 4.317 4.602 2.515
C 3.498 3.368 2.910
N 5.236 4.986 3.617
H 0.700 7.078 3.105
H 0.985 6.441 1.424
H 1.943 7.757 2.034
H 3.178 5.592 0.979
H 4.047 6.660 2.081
H 4.969 4.218 1.724
H 4.118 2.570 3.321
H 2.900 2.963 2.090
H 2.763 3.652 3.671
H 4.865 5.816 4.070
H 5.234 4.275 4.338
C -3.065 -2.439 -0.933
O -3.417 -1.167 -0.444
C -4.443 -1.161 0.550
C -5.814 -1.284 -0.075
C -6.116 -0.108 -1.004
N -6.814 -1.336 1.020
H -3.450 -3.255 -0.313
H -1.975 -2.554 -0.937
H -3.405 -2.557 -1.965
H -4.226 -1.907 1.323
H -4.387 -0.154 0.976
H -5.857 -2.193 -0.694
H -5.525 0.788 -0.798
H -7.165 0.179 -0.930
H -5.882 -0.349 -2.042
H -7.702 -1.589 0.583
H -6.654 -2.190 1.560
C -2.037 -0.505 3.914
O -1.221 -1.648 3.717
C -1.875 -2.883 3.910
C -0.948 -3.988 3.450
C -0.947 -4.110 1.943
N -1.448 -5.251 4.041
H -1.578 0.270 3.305
H -2.032 -0.232 4.972
H -3.067 -0.643 3.574
H -2.156 -3.015 4.967
H -2.832 -2.941 3.368
H 0.050 -3.745 3.831
H -1.941 -4.124 1.495
H -0.391 -4.978 1.576
H -0.439 -3.262 1.465
H -1.113 -6.038 3.494
H -1.000 -5.388 4.943
C 2.904 -4.267 2.914
O 2.643 -3.125 2.146
C 2.612 -1.949 2.920
C 2.277 -0.758 2.030
C 3.436 -0.277 1.187
N 1.792 0.389 2.840
H 2.286 -4.341 3.816
H 3.964 -4.290 3.203
H 2.713 -5.145 2.299
H 1.827 -2.018 3.690
H 3.569 -1.778 3.444
H 1.429 -1.047 1.400
H 3.164 0.587 0.583
H 3.755 -1.037 0.470
H 4.272 -0.048 1.853
H 1.128 0.046 3.536
H 2.518 0.778 3.440
C 1.098 -0.950 -1.915
O 2.000 -1.637 -2.768
C 3.050 -0.836 -3.202
C 4.110 -1.668 -3.903
C 5.143 -0.743 -4.554
N 3.531 -2.583 -4.910
H 0.511 -1.708 -1.396
H 0.435 -0.314 -2.508
H 1.622 -0.369 -1.151
H 2.732 -0.006 -3.862
H 3.541 -0.295 -2.369
H 4.659 -2.272 -3.177
H 5.244 0.204 -4.020
H 4.919 -0.542 -5.601
H 6.120 -1.227 -4.508
H 3.535 -2.102 -5.806
H 2.542 -2.706 -4.709
C -1.375 2.779 -6.762
O -2.285 2.477 -5.730
C -1.812 1.466 -4.860
C -2.940 0.995 -3.955
C -4.114 0.508 -4.778
N -3.351 1.988 -2.957
H -1.904 3.342 -7.529
H -0.942 1.872 -7.198
H -0.550 3.408 -6.397
H -1.457 0.615 -5.466
H -0.951 1.838 -4.290
H -2.496 0.187 -3.360
H -4.904 0.088 -4.162
H -3.773 -0.282 -5.459
H -4.453 1.330 -5.405
H -2.698 1.905 -2.176
H -3.213 2.941 -3.282
N 0.570 1.692 0.466
C -0.620 1.200 -0.009
N -1.054 0.090 0.665
O -1.230 1.693 -0.954
H 0.968 2.420 -0.095
H 0.937 1.310 1.334
H -1.944 -0.346 0.451
H -0.590 -0.140 1.527

Values from the calculation:
ΔE to the lowest compared entry with this formula, charge and spin: 0.8129 eV
Frontier orbital gap: 8.81 eV
Calculated total energy: -1959.168086 hartree
Charge: 0

(3)
The following is a quantum chemistry calculation of 6 unconnected molecules or ions with the total composition C25H72B2N2O25P6, from the Open Molecules 2025 dataset.

Geometry (Å):
C 0.465 -0.499 3.011
C 0.184 0.285 1.699
B -0.951 -0.370 0.797
O -1.347 -1.689 1.062
C -1.633 0.513 -0.346
O -0.846 1.725 -0.468
C -0.027 1.693 -1.618
C -3.078 0.972 0.026
O -2.978 1.649 1.282
C -4.073 1.364 2.167
C -4.155 -0.127 2.601
C -5.364 -0.997 2.197
C -5.119 -1.912 0.952
N -5.775 -1.429 -0.263
P -5.702 2.188 1.715
C -5.198 3.923 1.206
O -6.405 1.422 0.402
B -3.523 1.912 -1.215
N -3.130 3.283 -1.366
O -4.370 1.402 -2.201
H 0.650 0.211 3.830
H -0.344 -1.157 3.338
H 1.411 -1.040 2.878
H -0.145 1.294 1.982
H 1.096 0.379 1.088
H -0.669 -2.296 0.731
H -1.608 0.006 -1.328
H 0.561 0.763 -1.677
H -0.598 1.920 -2.529
H 0.704 2.508 -1.510
H -3.742 0.096 -0.007
H -3.806 1.922 3.081
H -3.258 -0.646 2.234
H -4.064 -0.175 3.694
H -6.327 -0.489 2.086
H -5.515 -1.721 3.012
H -5.528 -2.916 1.176
H -4.038 -2.049 0.809
H -5.619 -2.046 -1.049
H -6.764 -1.315 -0.092
H -5.647 4.112 0.223
H -5.566 4.597 1.981
H -4.113 4.006 1.094
H -6.948 2.050 -0.092
H -3.901 3.899 -1.591
H -2.611 3.592 -0.554
H -4.091 0.521 -2.473
C 1.858 -0.099 -8.136
O 2.031 0.804 -7.044
P 0.640 1.393 -6.315
O -0.401 0.531 -6.968
O 0.814 2.861 -7.026
C 1.871 3.209 -7.918
O -0.321 2.040 -5.098
C -1.409 2.855 -5.535
H 2.840 -0.338 -8.544
H 1.391 -1.023 -7.805
H 1.260 0.364 -8.922
H 1.726 2.735 -8.889
H 2.844 2.963 -7.507
H 1.834 4.287 -8.075
H -2.077 2.292 -6.186
H -1.061 3.747 -6.051
H -1.961 3.164 -4.646
C 6.422 -0.354 6.606
O 5.042 -0.675 6.732
P 3.925 0.405 6.062
O 4.949 1.256 5.346
O 3.502 1.032 7.515
C 3.983 0.554 8.770
O 2.657 1.227 5.262
C 2.566 2.619 5.544
H 6.987 -1.115 7.149
H 6.737 -0.363 5.565
H 6.628 0.621 7.047
H 5.022 0.849 8.921
H 3.867 -0.522 8.864
H 3.394 1.025 9.555
H 3.486 3.139 5.278
H 2.334 2.802 6.591
H 1.751 3.022 4.942
C -1.307 3.348 4.306
O -0.708 4.113 5.352
P -1.735 4.755 6.514
O -3.015 4.055 6.162
O -1.616 6.260 5.874
C -0.845 6.593 4.722
O -2.205 5.366 8.006
C -3.270 6.314 7.976
H -0.515 3.065 3.608
H -1.766 2.442 4.695
H -2.049 3.943 3.774
H -1.328 6.226 3.816
H 0.173 6.223 4.795
H -0.804 7.679 4.650
H -4.163 5.879 7.527
H -2.990 7.217 7.439
H -3.492 6.584 9.009
C 3.243 -7.255 2.973
O 2.648 -6.026 3.374
P 2.384 -4.868 2.174
O 2.698 -5.723 0.974
O 3.681 -4.016 2.721
C 4.467 -4.358 3.863
O 1.915 -3.507 1.281
C 2.925 -2.914 0.465
H 3.403 -7.852 3.873
H 2.591 -7.808 2.301
H 4.204 -7.073 2.493
H 5.104 -5.217 3.649
H 3.852 -4.540 4.738
H 5.122 -3.515 4.081
H 3.309 -3.634 -0.258
H 3.743 -2.519 1.060
H 2.463 -2.086 -0.075
C 3.869 -5.499 -8.336
O 3.582 -5.360 -9.722
P 2.390 -4.238 -10.170
O 2.230 -3.631 -8.793
O 1.362 -5.496 -10.438
C 1.716 -6.878 -10.380
O 1.271 -3.173 -10.863
C -0.071 -3.274 -10.388
H 4.601 -6.303 -8.230
H 4.294 -4.586 -7.927
H 2.966 -5.767 -7.787
H 1.856 -7.197 -9.348
H 2.595 -7.096 -10.977
H 0.883 -7.452 -10.787
H -0.114 -3.100 -9.312
H -0.511 -4.240 -10.621
H -0.653 -2.502 -10.891

Values from the calculation:
Frontier orbital gap: 4.93 eV
Calculated total energy: -5083.889238 hartree
Charge: 0

(4)
The following is a quantum chemistry calculation of 11 unconnected molecules or ions with the total composition C25H72N2O11, from the Open Molecules 2025 dataset.

Geometry (Å):
N -0.861 -1.062 -0.214
C -1.146 0.149 0.166
N -1.090 0.232 1.494
O -1.472 1.151 -0.701
H -0.844 -1.173 -1.216
H -0.200 -1.641 0.306
H -1.341 1.154 1.910
H -0.936 -0.617 2.032
C -1.355 -3.503 5.198
C -1.745 -2.432 4.145
C -1.728 -0.970 4.796
O -1.020 -2.280 3.107
H -0.502 -3.237 5.831
H -1.225 -4.433 4.651
H -2.283 -3.455 5.894
H -2.754 -2.666 3.735
H -2.044 -0.264 4.035
H -0.678 -0.685 5.018
H -2.325 -0.828 5.658
H -1.518 -2.568 2.366
C 2.057 3.896 0.486
C 1.359 2.509 0.460
C 1.940 1.660 -0.710
O 1.435 1.794 1.481
H 1.525 4.499 1.242
H 2.036 4.467 -0.458
H 3.134 3.905 0.701
H 0.324 2.719 0.362
H 2.996 1.523 -0.521
H 1.852 2.172 -1.658
H 1.436 0.684 -0.800
H 0.705 1.201 1.465
C 2.102 -2.241 4.766
C 2.695 -0.854 4.626
C 1.732 0.331 4.460
O 3.521 -0.452 5.495
H 1.356 -2.288 3.990
H 1.577 -2.495 5.705
H 2.870 -2.978 4.490
H 3.228 -0.839 3.658
H 1.129 0.099 3.592
H 2.252 1.238 4.308
H 1.095 0.523 5.331
H 4.320 -0.974 5.365
C -1.428 -3.289 -4.770
C -1.448 -2.544 -3.429
C -2.811 -1.984 -2.950
O -1.148 -3.234 -2.476
H -1.945 -2.717 -5.527
H -1.790 -4.283 -4.782
H -0.391 -3.391 -5.073
H -0.840 -1.683 -3.527
H -3.506 -2.770 -2.630
H -3.364 -1.592 -3.743
H -2.850 -1.281 -2.117
H -0.594 -3.923 -2.773
C -1.774 4.583 0.232
C -1.260 4.709 -1.201
C -2.250 4.689 -2.348
O -0.535 5.747 -1.348
H -0.968 4.608 0.981
H -2.225 3.598 0.257
H -2.583 5.262 0.371
H -0.511 3.903 -1.352
H -2.668 3.731 -2.486
H -1.778 4.851 -3.300
H -3.115 5.331 -2.260
H -0.279 5.878 -2.247
C 4.293 -1.342 -3.512
C 3.143 -1.071 -2.528
C 1.844 -1.751 -3.032
O 3.408 -1.596 -1.445
H 4.160 -0.860 -4.514
H 4.369 -2.398 -3.633
H 5.286 -1.113 -3.133
H 2.837 0.005 -2.463
H 1.961 -2.806 -3.282
H 1.544 -1.239 -3.908
H 1.116 -1.708 -2.366
H 4.181 -1.172 -1.104
C 0.027 1.400 -3.440
C -0.874 1.120 -4.677
C -2.429 1.146 -4.357
O -0.646 1.803 -5.706
H -0.001 0.553 -2.817
H -0.395 2.115 -2.775
H 1.101 1.552 -3.717
H -0.624 0.103 -4.917
H -2.578 0.856 -3.311
H -2.982 0.533 -5.041
H -2.845 2.179 -4.442
H -0.570 1.206 -6.476
C -2.151 -4.112 0.577
O -2.605 -2.748 0.839
H -0.993 -4.116 0.708
H -2.427 -4.377 -0.439
H -2.490 -4.856 1.309
H -2.143 -2.162 0.272
C -0.558 3.266 3.659
O -1.416 2.665 2.645
H 0.065 2.478 4.188
H -0.980 3.826 4.466
H 0.146 3.888 3.138
H -1.600 3.359 2.042
C 2.115 -1.469 1.260
O 1.469 -2.351 0.371
H 2.332 -0.536 0.696
H 2.978 -1.938 1.728
H 1.439 -1.272 2.047
H 1.945 -2.228 -0.454

Values from the calculation:
ΔE to the lowest compared entry with this formula, charge and spin: 7.2609 eV
Frontier orbital gap: 9.52 eV
Calculated total energy: -1932.524967 hartree
Charge: 0

Looking at F_max for the records above, in order, we have 5.937; 2.175; 8.678; 12.455 eV/A.